(1)
Density functional theory data (ωB97M-V/def2-TZVPD) for an isolated molecule of C4H9NO2 in a non-equilibrium geometry.

Last column: natural (NBO) charge in e.
Positions of all 16 atoms, in Å:
C 0.51 -0.38 -1.36  -0.74
C 0.97 0.35 -0.06  0.11
O 1.90 1.42 -0.21  -0.72
C -0.34 0.90 0.49  -0.52
C -1.31 -0.27 0.46  0.71
O -2.07 -0.55 -0.47  -0.64
N -1.23 -1.10 1.51  -0.81
H 0.53 0.36 -2.15  0.21
H -0.71 -0.60 -1.37  0.31
H 1.25 -1.17 -1.61  0.21
H 1.41 -0.35 0.68  0.15
H 2.49 1.22 -0.95  0.47
H -0.27 1.34 1.49  0.22
H -0.69 1.66 -0.22  0.24
H -1.75 -1.96 1.45  0.41
H -0.69 -0.88 2.33  0.40

For the HOMO-LUMO gap, the calculation gives 10.54 eV. The value obtained for the relative energy (zero: lowest compared OMol25 entry of this formula, charge and spin) is 39.6 kcal/mol. As for the SMILES: C[C@@H](O)CC(N)=O. The value obtained for the HOMO energy is -9.725 eV. The calculation puts the largest force on an atom at 4.054 eV/A. As for the charge: 0. The calculation puts the total energy at -363.02250 a.u. The calculation puts the molecular weight at 103.12 g/mol. As for the multiplicity: 1.

---

(2)
Density functional theory data (ωB97M-V/def2-TZVPD) for an isolated molecule of C5H5NO in a non-equilibrium geometry.

Last column: natural (NBO) charge in e.
Positions of all 12 atoms, in Å:
C 0.12 1.14 -0.85  -0.58
C 0.36 -0.02 0.12  0.09
O 1.28 0.43 1.08  -0.67
C -0.90 -0.50 0.71  -0.04
C -1.94 -0.90 1.17  -0.18
C 0.94 -1.11 -0.70  0.25
N 1.33 -1.75 -1.58  -0.29
H -0.57 0.84 -1.64  0.23
H -0.30 1.99 -0.30  0.23
H 1.08 1.44 -1.29  0.23
H 1.45 -0.29 1.70  0.48
H -2.85 -1.27 1.58  0.25

For the HOMO-LUMO gap, the calculation gives 11.57 eV. The value obtained for the relative energy (zero: lowest compared OMol25 entry of this formula, charge and spin) is 58.4 kcal/mol. As for the SMILES: C#C[C@@](C)(O)C#N. The value obtained for the HOMO energy is -10.989 eV. The calculation puts the largest force on an atom at 1.308 eV/A. As for the charge: 0. The calculation puts the total energy at -323.42667 a.u. The calculation puts the molecular weight at 95.10 g/mol. As for the multiplicity: 1.

---

(3)
Density functional theory data (ωB97M-V/def2-TZVPD) for a structure of composition C19H19IrN4O5S2 in a non-equilibrium geometry.

Last column: natural (NBO) charge in e.
Positions of all 50 atoms, in Å:
Ir 0.51 -0.24 -0.52  1.16
N -0.96 -2.96 -3.51  -0.74
C -0.45 -2.29 -2.48  0.32
S -0.35 -0.54 -2.65  -0.12
N -0.05 -2.96 -1.44  -0.38
N 0.42 -2.20 -0.41  -0.15
C 0.61 -2.85 0.70  0.11
C 0.98 -2.32 1.97  -0.15
C 0.96 -3.19 3.07  -0.16
C 1.30 -2.74 4.33  -0.17
C 1.71 -1.41 4.51  -0.14
C 1.79 -0.54 3.45  -0.26
C 1.42 -0.98 2.17  0.48
O 1.55 -0.15 1.17  -0.62
H -1.36 -2.48 -4.30  0.42
H -1.08 -3.96 -3.44  0.42
H 0.41 -3.91 0.63  0.24
H 0.65 -4.21 2.93  0.23
H 1.27 -3.42 5.17  0.24
H 1.97 -1.06 5.50  0.24
H 2.11 0.48 3.58  0.25
O -2.81 -1.58 -0.59  -0.54
C -2.56 -0.50 -0.14  0.67
N -1.29 -0.10 0.32  -0.84
S -1.20 1.53 0.58  2.26
O -0.37 1.93 -0.57  -0.93
O -0.70 1.90 1.86  -0.88
C -2.91 1.84 0.40  -0.26
C -3.62 2.99 0.65  -0.19
C -4.99 2.93 0.49  -0.18
C -5.62 1.75 0.10  -0.17
C -4.89 0.59 -0.13  -0.15
C -3.51 0.64 0.03  -0.14
H -3.12 3.90 0.97  0.25
H -5.59 3.81 0.67  0.24
H -6.69 1.73 -0.02  0.24
H -5.36 -0.34 -0.42  0.25
C 3.78 1.72 -2.79  -0.43
C 3.53 2.56 -1.55  -0.44
C 3.07 1.53 -0.54  -0.06
O 2.37 0.51 -1.35  -0.57
C 2.61 0.76 -2.77  -0.06
H 4.72 1.17 -2.71  0.22
H 3.80 2.30 -3.71  0.24
H 2.75 3.30 -1.73  0.22
H 4.42 3.08 -1.20  0.24
H 2.37 1.92 0.20  0.22
H 3.89 1.02 -0.04  0.20
H 1.71 1.21 -3.20  0.19
H 2.79 -0.20 -3.24  0.21

For the HOMO-LUMO gap (alpha / beta), the calculation gives 7.97 / 5.20 eV. The value obtained for the relative energy (zero: lowest compared OMol25 entry of this formula, charge and spin) is 0.0 kcal/mol. The expectation value of S² is 0.80. The value obtained for the HOMO energy (alpha / beta) is -11.263 / -11.140 eV. The calculation puts the largest force on an atom at 1.791 eV/A. As for the charge: +1. The calculation puts the total energy at -2231.12107 a.u. The calculation puts the molecular weight at 639.74 g/mol. As for the multiplicity: 2.

---

(4)
Density functional theory data (ωB97M-V/def2-TZVPD) for an isolated molecule of C13H10BF3O in a non-equilibrium geometry.

Last column: natural (NBO) charge in e.
Positions of all 28 atoms, in Å:
F 1.00 4.33 -3.16  -0.31
F 2.59 4.62 -1.67  -0.32
F 2.83 3.08 -3.24  -0.33
O -1.60 0.46 2.11  -0.86
B -0.80 -0.01 1.11  1.00
C -1.04 -4.31 0.99  -0.22
C -1.44 -3.57 -0.10  -0.19
C -0.50 -3.64 2.08  -0.19
C -1.32 -2.19 -0.14  -0.20
C -0.28 -2.28 2.05  -0.22
C 1.35 0.88 0.05  -0.17
C -0.73 2.01 -0.40  -0.13
C 1.98 1.72 -0.82  -0.19
C -0.08 2.86 -1.27  -0.21
C -0.72 -1.57 0.94  -0.37
C -0.02 0.99 0.20  -0.38
C 1.27 2.71 -1.50  -0.14
C 1.94 3.73 -2.44  0.98
H -2.06 -0.23 2.64  0.50
H -1.08 -5.37 1.01  0.22
H -1.88 -4.08 -0.93  0.21
H -0.23 -4.23 2.91  0.21
H -1.77 -1.58 -0.92  0.22
H 0.13 -1.75 2.89  0.21
H 1.89 0.14 0.63  0.22
H -1.83 2.02 -0.22  0.21
H 3.03 1.66 -0.96  0.22
H -0.62 3.58 -1.86  0.23

For the HOMO-LUMO gap, the calculation gives 9.98 eV. As for the SMILES: OB(c1ccccc1)c1ccc(C(F)(F)F)cc1. The value obtained for the HOMO energy is -9.495 eV. The calculation puts the largest force on an atom at 3.211 eV/A. As for the charge: 0. The calculation puts the total energy at -901.14478 a.u. The calculation puts the molecular weight at 250.03 g/mol. As for the multiplicity: 1.

---

Look up the multiplicity of the third one.
2